(1)
The following is a quantum chemistry calculation of a 3-piece molecular cluster, H5N2P overall, from the Open Molecules 2025 dataset.

Its frontier orbital gap is 6.995 eV. The multiplicity is 1. The calculation puts the lowest unoccupied orbital energy at -0.3 eV. As for the energy above the lowest of the compared OMol25 structures with the same formula, charge and spin: 3.7712 eV. The HOMO energy is -7.31 eV. For the energy, the calculation gives -12346.0679 eV.

Positions of all 8 atoms, in Å:
N: 0.0318 -2.0963 -0.3007
N: -0.3050 -0.6834 -0.5430
P: -0.3841 0.3793 0.6566
H: -0.0152 -2.3118 0.6933
H: -0.6239 -2.7876 -0.6827
H: -0.0819 -0.3319 -1.4161
H: 0.6525 3.6437 0.4498
H: 0.7257 4.1880 1.1427

These are the natural (NBO) partial charges, in e, on atoms 1 to 5: N -0.67; N -0.73; P 0.30; H 0.36; H 0.35

---

(2)
The following is a quantum chemistry calculation of a 2-piece molecular cluster, H5N3S2 overall, from the Open Molecules 2025 dataset.

Its frontier orbital gap (alpha / beta) is 7.407 / 7.285 eV. The multiplicity is 1. The calculation puts the lowest unoccupied orbital energy (alpha / beta) at 0.0 / -0.1 eV. As for the energy above the lowest of the compared OMol25 structures with the same formula, charge and spin: 1.3646 eV. The HOMO energy (alpha / beta) is -7.45 / -7.40 eV. For the energy, the calculation gives -26218.6655 eV.

Positions of all 10 atoms, in Å:
N: 1.3666 -0.8350 -1.1380
N: -1.7146 0.5855 1.3318
N: -0.6869 0.3938 0.6057
S: -2.4455 -0.6179 2.0971
S: -0.0947 1.6151 -0.3000
H: 0.9370 -1.3323 -0.3430
H: 1.2786 -1.3198 -2.0318
H: -1.9107 1.6216 1.7107
H: 2.4851 -0.6467 -1.0653
H: 0.7850 0.5358 -0.8673

These are the natural (NBO) partial charges, in e, on atoms 1 to 5: N -1.05; N -0.39; N -0.38; S -0.09; S 0.05

---

(3)
The following is a quantum chemistry calculation of an isolated ion of composition H5N4 and charge +1, from the Open Molecules 2025 dataset.

Its frontier orbital gap is 10.066 eV. Its net charge is +1. The multiplicity is 1. Its SMILES is N=[N+](N)N. The calculation puts the lowest unoccupied orbital energy at -5.5 eV. As for the energy above the lowest of the compared OMol25 structures with the same formula, charge and spin: 1.7455 eV. The HOMO energy is -15.61 eV. For the energy, the calculation gives -6030.3729 eV.

Positions of all 9 atoms, in Å:
N: 1.7170 0.0981 -0.0531
N: 0.3717 -0.1446 0.0439
N: -0.1591 -1.3138 -0.0339
N: -0.4183 0.8659 -0.0030
H: 1.9914 1.0248 -0.1262
H: 0.3253 -2.1428 0.1410
H: -1.1917 -1.4010 0.0010
H: -0.1611 1.8216 0.3305
H: -1.4371 0.5782 -0.1231

These are the natural (NBO) partial charges, in e, on atoms 1 to 5: N -0.38; N 0.34; N -0.52; N -0.55; H 0.36

---

(4)
The following is a quantum chemistry calculation of an isolated ion of composition H5N4O and charge -1, from the Open Molecules 2025 dataset.

Its frontier orbital gap is 7.211 eV. Its net charge is -1. The multiplicity is 1. Its SMILES is NNN(N)[O-]. The calculation puts the lowest unoccupied orbital energy at 5.2 eV. As for the energy above the lowest of the compared OMol25 structures with the same formula, charge and spin: 1.9432 eV. The HOMO energy is -2.05 eV. For the energy, the calculation gives -8084.6147 eV.

Positions of all 10 atoms, in Å:
N: -1.3047 -0.1160 -0.6810
N: 0.2679 -0.0147 -1.1612
N: 0.9916 0.6830 -0.1478
N: 1.0576 -0.3992 0.9355
O: 0.2874 1.7587 0.2671
H: -1.8566 0.2930 -1.4253
H: -1.2091 0.6728 -0.0840
H: 0.7926 -0.9017 -1.1104
H: 1.3038 0.0176 1.8116
H: 0.1570 -0.8799 0.8296

These are the natural (NBO) partial charges, in e, on atoms 1 to 5: N -0.80; N -0.38; N 0.09; N -0.82; O -0.80

---

(5)
The following is a quantum chemistry calculation of a 2-piece molecular cluster, H5NO2Si overall, from the Open Molecules 2025 dataset.

Its frontier orbital gap is 9.301 eV. The multiplicity is 1. The calculation puts the lowest unoccupied orbital energy at 0.4 eV. As for the energy above the lowest of the compared OMol25 structures with the same formula, charge and spin: 2.6699 eV. The HOMO energy is -8.90 eV. For the energy, the calculation gives -13544.5512 eV.

Positions of all 9 atoms, in Å:
N: 0.1408 -1.2460 -0.3317
O: -0.9044 1.0349 -1.1332
O: -1.2039 0.5178 1.4308
Si: -0.1865 0.3006 0.1658
H: 0.4531 -2.1182 0.0788
H: 0.7401 -1.1960 -1.1526
H: -0.2768 1.3781 -1.7778
H: -0.7164 0.1182 2.1542
H: 1.9539 1.2105 0.5659

These are the natural (NBO) partial charges, in e, on atoms 1 to 5: N -1.36; O -1.09; O -1.06; Si 2.11; H 0.42

---

(6)
The following is a quantum chemistry calculation of a 2-piece molecular cluster, H5NOS2Si overall, from the Open Molecules 2025 dataset.

Its frontier orbital gap (alpha / beta) is 4.348 / 3.276 eV. The multiplicity is 1. The calculation puts the lowest unoccupied orbital energy (alpha / beta) at -4.2 / -4.5 eV. As for the energy above the lowest of the compared OMol25 structures with the same formula, charge and spin: 4.8443 eV. The HOMO energy (alpha / beta) is -8.52 / -7.74 eV. For the energy, the calculation gives -33163.3578 eV.

Positions of all 10 atoms, in Å:
N: 0.5049 0.2334 -1.7675
O: 0.3846 -0.4905 0.9591
Si: -0.2888 -0.4545 -0.4086
S: 0.6033 -1.9951 3.1627
S: -1.5523 1.5245 -0.1298
H: 1.4480 0.7063 -1.9167
H: 0.2324 0.2492 -2.6867
H: -1.5803 -1.1661 -0.8923
H: 1.0741 -0.7003 2.8029
H: -0.8258 2.0929 0.8771

These are the natural (NBO) partial charges, in e, on atoms 1 to 5: N -1.31; O -1.12; Si 1.76; S 0.15; S -0.45

---

(7)
The following is a quantum chemistry calculation of H5NOS2Si as an isolated structure, from the Open Molecules 2025 dataset.

Its frontier orbital gap is 9.677 eV. The multiplicity is 1. The calculation puts the lowest unoccupied orbital energy at 0.4 eV. As for the energy above the lowest of the compared OMol25 structures with the same formula, charge and spin: 0.3521 eV. The HOMO energy is -9.25 eV. For the energy, the calculation gives -33167.8500 eV.

Positions of all 10 atoms, in Å:
N: 1.4209 -0.7306 0.9924
O: 0.2491 -0.1478 -1.2140
Si: 0.2877 0.3757 0.3956
S: -0.3073 0.9673 -2.3470
S: -1.8830 0.0271 1.4493
H: 1.8149 -0.8838 1.8302
H: 1.7392 -1.2934 0.2343
H: 0.6936 1.8269 0.4624
H: -1.7527 0.8544 -2.3972
H: -2.2624 -0.9959 0.5940

These are the natural (NBO) partial charges, in e, on atoms 1 to 5: N -1.31; O -1.03; Si 1.69; S 0.28; S -0.53

---

(8)
The following is a quantum chemistry calculation of one molecule with the formula H5NOSi, from the Open Molecules 2025 dataset.

Its frontier orbital gap is 10.522 eV. The multiplicity is 1. Its SMILES is N[SiH2]O. The calculation puts the lowest unoccupied orbital energy at 0.5 eV. As for the energy above the lowest of the compared OMol25 structures with the same formula, charge and spin: 1.6539 eV. The HOMO energy is -9.99 eV. For the energy, the calculation gives -11496.1425 eV.

Positions of all 8 atoms, in Å:
N: 0.6641 0.6537 -0.7849
Si: -0.7127 0.0626 0.1021
O: -0.3124 -1.9936 0.2067
H: 0.8162 1.6679 -0.7581
H: 1.2864 -0.0374 -1.2716
H: -0.9991 0.3886 1.4686
H: -1.8291 -0.0559 -0.8294
H: -1.2185 -2.2539 -0.1787

These are the natural (NBO) partial charges, in e, on atoms 1 to 5: N -1.34; Si 1.52; O -1.06; H 0.41; H 0.44

---

(9)
The following is a quantum chemistry calculation of a 2-piece molecular cluster, H5NS overall, from the Open Molecules 2025 dataset.

Its frontier orbital gap is 10.397 eV. The multiplicity is 1. Its SMILES is N.S. The calculation puts the lowest unoccupied orbital energy at 1.0 eV. As for the energy above the lowest of the compared OMol25 structures with the same formula, charge and spin: 0.0882 eV. The HOMO energy is -9.43 eV. For the energy, the calculation gives -12406.3562 eV.

Positions of all 7 atoms, in Å:
N: 1.7805 -1.0878 -0.9234
H: 2.6529 -0.7585 -1.3180
H: 1.0507 -1.0023 -1.6176
H: 1.8747 -2.0704 -0.7022
S: -1.1371 0.6232 0.7015
H: -1.1851 1.0408 -0.5727
H: 0.1498 0.9273 0.8501

These are the natural (NBO) partial charges, in e, on atoms 1 to 5: N -1.08; H 0.36; H 0.36; H 0.36; S -0.29

---

(10)
The following is a quantum chemistry calculation of H5OS2 as an isolated structure, from the Open Molecules 2025 dataset.

Its frontier orbital gap is 4.450 eV. Its net charge is +1. The multiplicity is 1. The calculation puts the lowest unoccupied orbital energy at -10.8 eV. As for the energy above the lowest of the compared OMol25 structures with the same formula, charge and spin: 4.5878 eV. The HOMO energy is -15.27 eV. For the energy, the calculation gives -23786.1335 eV.

Positions of all 8 atoms, in Å:
O: -1.4759 -0.2356 1.9993
H: -2.2584 -0.7896 2.0471
H: -0.9092 -0.3088 1.2377
H: 1.2412 -0.1799 -0.9140
S: -0.5401 -0.5757 -0.9874
S: 2.5261 0.2518 -0.5816
H: -0.9941 0.2734 -1.9384
H: 2.4105 1.5644 -0.8628

These are the natural (NBO) partial charges, in e, on atoms 1 to 5: O -0.91; H 0.50; H 0.45; H 0.01; S 0.38